[1]
{
  "formula": "C10H14NO2",
  "method": "ωB97M-V with the def2-TZVPD basis set",
  "max_force_ev_per_a": 4.6,
  "lumo_ha": -0.1045,
  "total_charge": 1,
  "smiles": "COC1(OC)[NH2+]Cc2ccccc21",
  "homo_ha": -0.479,
  "homo_lumo_gap_ha": 0.3742,
  "de_lowest_kj_mol": 238.1,
  "elements": ["C", "O", "C", "O", "C", "N", "C", "C", "C", "C", "C", "C", "C", "H", "H", "H", "H", "H", "H", "H", "H", "H", "H", "H", "H", "H", "H"],
  "xyz": [[0.77620, 0.11158, 2.09134], [1.27040, 0.56447, 0.84727], [0.76680, 0.24653, -0.29888], [1.43246, 0.64375, -1.41190], [2.78505, 1.17708, -1.22643], [0.77052, -1.47203, -0.52678], [-0.52914, -1.97954, -0.08615], [-1.41999, -0.78720, -0.27373], [-2.82594, -0.69646, -0.38330], [-3.39453, 0.52941, -0.43823], [-2.65930, 1.72680, -0.23659], [-1.30270, 1.64597, -0.22486], [-0.75669, 0.41183, -0.28978], [0.49217, 1.03802, 2.58019], [1.61682, -0.44888, 2.52639], [0.02443, -0.49051, 1.87595], [2.86322, 2.23815, -1.55672], [3.63454, 0.64891, -1.75444], [3.05972, 1.25833, -0.19180], [1.53971, -1.85793, 0.01556], [0.95832, -1.62587, -1.53916], [-0.67582, -2.43404, 0.91445], [-0.88497, -2.64715, -0.89620], [-3.49080, -1.64403, -0.25272], [-4.51353, 0.55546, -0.52563], [-3.16667, 2.64939, -0.28618], [-0.66542, 2.48033, -0.04728]],
  "forces_ev_per_angstrom": [[3.33, 2.24, 0.45], [3.08, 1.03, -0.21], [-2.22, -0.94, -1.21], [1.01, 0.83, 0.65], [1.31, 1.07, -0.60], [1.04, -0.05, 0.74], [-2.18, -0.56, -2.16], [-1.51, 1.24, 0.21], [0.20, -3.38, 1.02], [-1.98, 1.57, 0.47], [-1.00, -1.47, -1.25], [-0.36, 0.78, 0.53], [2.57, -1.86, -0.89], [-0.09, -0.47, 0.75], [-0.49, 0.45, 0.44], [-3.80, -2.66, -0.12], [-0.69, -0.81, -0.23], [-1.59, -0.06, 0.30], [-0.12, -0.42, 0.51], [0.18, -0.08, -0.18], [-0.30, 0.14, 0.96], [0.91, 0.20, -0.62], [0.33, -0.48, 0.93], [1.28, 1.79, -0.64], [1.27, 0.24, 0.11], [-0.47, 0.93, 0.28], [0.28, 0.73, -0.25]]
}

---

[2]
{
  "formula": "C4H12N2S",
  "method": "ωB97M-V with the def2-TZVPD basis set",
  "max_force_ev_per_a": 1.6,
  "lumo_ha": 0.0332,
  "smiles": "CNC[C@@H](N)CS",
  "homo_ha": -0.310,
  "homo_lumo_gap_ha": 0.3430,
  "de_lowest_kj_mol": 112.7,
  "elements": ["C", "N", "C", "C", "N", "C", "S", "H", "H", "H", "H", "H", "H", "H", "H", "H", "H", "H", "H"],
  "xyz": [[1.35793, -2.10537, 0.35236], [0.08853, -1.40560, 0.39633], [-0.28851, -0.51163, -0.71145], [-0.10540, 1.02304, -0.55037], [-1.04694, 1.66686, -1.44030], [-0.12362, 1.61801, 0.88139], [-1.30310, 0.96420, 2.05251], [1.32976, -3.11716, -0.07328], [1.70052, -2.23708, 1.38114], [2.06574, -1.63723, -0.33369], [-0.68494, -2.01085, 0.57653], [0.11183, -0.99345, -1.61376], [-1.33803, -0.69792, -0.98802], [0.92279, 1.24565, -0.86492], [-1.95682, 1.89929, -1.11054], [-0.57839, 2.30944, -2.03036], [0.86675, 1.62568, 1.35176], [-0.18960, 2.69440, 0.71140], [-0.82847, -0.33028, 2.01328]],
  "forces_ev_per_angstrom": [[-0.17, -0.68, -0.24], [-0.12, 0.95, -0.09], [-0.75, -1.41, -0.04], [0.45, -0.67, 0.39], [1.04, -0.92, -0.48], [1.26, -0.02, -0.41], [-0.51, -0.42, 0.24], [-0.51, -0.15, 0.01], [0.58, 0.28, -0.24], [0.12, 0.58, 0.59], [-0.14, -0.48, 0.19], [0.79, 1.06, -0.32], [-0.10, 0.36, 0.81], [-0.28, 0.19, -0.41], [-0.26, 0.28, 0.34], [-0.31, 0.85, -0.38], [0.03, -0.78, -0.15], [-0.95, 0.03, 0.27], [-0.15, 0.97, -0.06]]
}

---

[3]
{
  "formula": "C22H42BrCuSi",
  "method": "ωB97M-V with the def2-TZVPD basis set",
  "max_force_ev_per_a": 0.3,
  "lumo_ha": 0.0199,
  "homo_ha": -0.243,
  "homo_lumo_gap_ha": 0.2626,
  "de_lowest_kj_mol": 2.5,
  "elements": ["Cu", "C", "C", "C", "C", "C", "C", "C", "C", "C", "C", "H", "H", "H", "H", "H", "H", "H", "H", "H", "H", "H", "H", "H", "H", "H", "C", "C", "C", "C", "Si", "Br", "C", "C", "C", "C", "C", "C", "C", "C", "H", "H", "H", "H", "H", "H", "H", "H", "H", "H", "H", "H", "H", "H", "H", "H", "H", "H", "H", "H", "H", "H", "H", "H", "H", "H", "H"],
  "xyz": [[1.82691, 0.22436, 0.24315], [3.05271, -0.10247, 2.00860], [3.87865, -0.45760, 0.90494], [4.05358, 0.69483, 0.09444], [3.34402, 1.77070, 0.69262], [2.72116, 1.28249, 1.87935], [2.03092, 2.13258, 2.90357], [3.35939, 3.20940, 0.27392], [4.89493, 0.78035, -1.14274], [4.52076, -1.79455, 0.68554], [2.74542, -0.95960, 3.20132], [2.70766, 2.88534, 3.31978], [1.66573, 1.52896, 3.73619], [1.17009, 2.67051, 2.49559], [4.04112, 3.80108, 0.89407], [2.37352, 3.67301, 0.35838], [3.68458, 3.32581, -0.76052], [5.93698, 1.02716, -0.91506], [4.52928, 1.54582, -1.82936], [4.90766, -0.16207, -1.69359], [5.44132, -1.90446, 1.26786], [4.78620, -1.94029, -0.36266], [3.86378, -2.61994, 0.96704], [3.34705, -0.67340, 4.06997], [2.95814, -2.00944, 2.99485], [1.69695, -0.89664, 3.50222], [-0.80170, -2.43388, 1.00398], [-1.95069, -2.09301, 0.03851], [-2.03276, -3.25867, -0.95968], [-3.26414, -2.05927, 0.83787], [-1.66164, -0.43446, -0.87244], [0.51715, -0.56174, -1.57315], [-2.61916, -0.27325, -2.52132], [-4.10964, -0.59218, -2.31139], [-2.50830, 1.14756, -3.09617], [-2.07507, -1.22107, -3.60418], [-1.77472, 1.11621, 0.25635], [-1.19243, 0.86327, 1.65625], [-3.25084, 1.51797, 0.43824], [-1.02125, 2.32717, -0.31725], [-1.02847, -3.39422, 1.47832], [-0.66960, -1.69929, 1.79562], [0.15288, -2.54033, 0.48566], [-2.12515, -4.19364, -0.39821], [-1.13087, -3.33740, -1.57201], [-2.89550, -3.19324, -1.62372], [-3.42973, -3.04681, 1.28084], [-4.13433, -1.83147, 0.21899], [-3.23514, -1.34100, 1.65759], [-4.57466, 0.02299, -1.53894], [-4.27965, -1.63862, -2.05353], [-4.64475, -0.39864, -3.24681], [-2.99779, 1.89948, -2.47774], [-2.99707, 1.16526, -4.07551], [-1.46865, 1.44972, -3.24409], [-2.09821, -2.27073, -3.31287], [-1.05264, -0.96609, -3.88637], [-2.69741, -1.11328, -4.49829], [-1.74876, 0.11532, 2.22030], [-1.23853, 1.79796, 2.22458], [-0.13942, 0.56297, 1.62412], [-3.85656, 0.72581, 0.88123], [-3.72156, 1.82147, -0.49780], [-3.29638, 2.37771, 1.11449], [0.04893, 2.13229, -0.42187], [-1.13185, 3.16141, 0.38292], [-1.40247, 2.65581, -1.28197]],
  "forces_ev_per_angstrom": [[0.12, -0.16, -0.25], [-0.04, 0.00, 0.19], [0.01, -0.10, 0.01], [0.10, 0.04, -0.06], [-0.06, 0.10, 0.01], [-0.04, 0.07, 0.05], [-0.09, 0.03, 0.03], [-0.02, 0.06, -0.05], [0.08, 0.00, -0.09], [0.03, -0.06, -0.02], [-0.04, -0.08, -0.01], [0.02, -0.03, 0.01], [0.00, -0.01, -0.01], [0.05, 0.02, -0.01], [0.01, -0.02, 0.00], [0.00, -0.02, 0.02], [0.00, -0.01, 0.00], [-0.02, 0.00, 0.02], [-0.02, 0.00, 0.02], [-0.02, 0.00, 0.02], [0.00, 0.01, -0.01], [0.00, 0.00, 0.01], [-0.01, 0.02, 0.01], [0.02, 0.00, -0.02], [-0.01, 0.01, 0.00], [0.01, 0.02, 0.00], [0.01, 0.01, 0.01], [0.04, -0.05, -0.03], [0.02, -0.04, -0.03], [-0.03, 0.00, 0.03], [-0.20, 0.08, 0.22], [0.18, 0.08, -0.01], [-0.03, 0.00, -0.02], [-0.06, -0.01, 0.00], [0.03, 0.02, -0.03], [0.00, -0.03, -0.01], [-0.03, -0.01, 0.04], [0.02, -0.01, 0.01], [-0.03, 0.03, -0.04], [0.06, 0.00, -0.03], [0.01, 0.01, 0.02], [0.00, 0.02, 0.00], [-0.04, 0.00, 0.00], [-0.01, 0.01, 0.01], [-0.02, 0.02, 0.02], [0.02, 0.00, 0.06], [0.00, 0.01, 0.00], [0.03, 0.00, -0.01], [0.02, 0.01, -0.01], [0.03, 0.00, -0.01], [0.02, 0.03, -0.01], [0.00, -0.01, 0.01], [0.00, -0.04, 0.00], [0.00, 0.00, 0.00], [-0.02, -0.02, 0.01], [0.02, 0.10, -0.05], [-0.03, -0.02, 0.00], [0.00, 0.00, 0.00], [-0.03, -0.02, -0.02], [-0.02, -0.01, -0.01], [-0.04, 0.00, 0.00], [0.01, -0.03, -0.01], [0.02, -0.01, 0.02], [0.00, -0.01, 0.00], [0.00, -0.01, 0.02], [-0.01, 0.01, -0.01], [0.01, -0.01, 0.01]]
}